(1)
C3H9N3O in the gas phase, computed with ωB97M-V/def2-TZVPD.

The geometry in XYZ format:
```
16
Properties=species:S:1:pos:R:3:mulliken_charge:R:1
C -1.721 -2.116 0.618 -0.72
N -0.013 0.824 -0.717 0.12
N -0.680 -1.389 -0.083 -0.41
N -0.299 2.126 -0.417 -0.65
C 1.360 0.415 -0.513 -0.06
C 2.357 1.249 -0.252 -0.74
O -0.920 -0.011 0.106 -0.19
H 0.259 -1.524 0.384 0.27
H -1.229 2.358 -0.748 0.29
H -0.227 2.344 0.579 0.24
H 1.550 -0.588 -0.858 0.44
H -1.537 -3.176 0.458 0.32
H -2.686 -1.861 0.156 0.26
H -1.776 -1.889 1.694 0.29
H 2.181 2.272 0.013 0.30
H 3.382 0.966 -0.420 0.25
```

The calculation puts the LUMO energy at 1.1 eV. As for the HOMO energy: -0.30338 hartree. As for the structure (SMILES): C=CN(N)ONC. Its HOMO-LUMO gap is 9.33 eV.



(2)
C3H8N2S in the gas phase, computed with ωB97M-V/def2-TZVPD.

The geometry in XYZ format:
```
14
Properties=species:S:1:pos:R:3:mulliken_charge:R:1
C -0.855 -0.519 -0.781 -0.43
C -0.262 0.866 -0.503 -0.85
C 1.135 0.974 0.022 0.22
H -0.048 -2.119 0.208 0.22
H -1.583 -1.873 0.561 0.20
H -1.935 -0.412 -1.015 0.34
H -0.419 -1.032 -1.576 0.35
H -0.473 1.537 -1.305 0.43
H -0.917 1.217 0.251 0.33
H 0.493 -0.151 1.443 0.26
H 2.040 0.631 1.868 0.23
N -0.718 -1.392 0.386 -0.61
N 1.248 0.453 1.233 -0.33
S 2.293 1.819 -0.791 -0.36
```

The calculation puts the LUMO energy at 0.7 eV. As for the HOMO energy: -0.29377 hartree. As for the structure (SMILES): NCCC(N)=S. Its HOMO-LUMO gap is 8.71 eV.



(3)
A gas-phase ion, C3H3O2S2 (charge -1), computed with ωB97M-V/def2-TZVPD.

The geometry in XYZ format:
```
10
Properties=species:S:1:pos:R:3:mulliken_charge:R:1
C -0.123 0.833 0.713 -0.37
C 1.350 -0.420 -1.797 -0.52
C -1.453 0.006 1.069 -0.43
O 1.317 -1.442 0.841 -0.63
O 2.325 0.356 -0.823 -0.33
S -1.604 0.926 -0.484 -0.26
S 0.978 -0.334 -0.098 0.92
H 0.715 0.516 -2.412 0.07
H -1.605 -1.021 0.997 0.34
H -1.900 0.581 1.994 0.21
```

The calculation puts the LUMO energy at 3.4 eV. As for the HOMO energy: -0.13510 hartree. The total charge is -1. As for the structure (SMILES): [O-][S@]1(=C2CS2)=CO1. Its HOMO-LUMO gap is 7.09 eV.



(4)
C7H8ClPS in the gas phase, computed with ωB97M-V/def2-TZVPD.

The geometry in XYZ format:
```
18
Properties=species:S:1:pos:R:3:mulliken_charge:R:1
C -2.944 1.150 0.264 -0.31
C -2.861 0.427 -0.926 -0.83
C -1.843 1.170 1.160 -0.77
C -1.667 -0.250 -1.199 -0.24
C -0.693 0.544 0.797 -0.13
C -0.541 -0.213 -0.371 0.73
C 3.554 -1.383 0.014 -0.86
P 0.853 -1.160 -0.968 0.04
S 2.080 -0.468 0.473 0.09
Cl 3.499 1.487 0.516 -0.45
H -3.675 1.755 0.602 0.46
H -3.661 0.555 -1.656 0.34
H -1.979 1.629 2.148 0.34
H -1.517 -0.935 -2.109 0.18
H 0.099 0.700 1.459 0.35
H 4.146 -1.006 -0.897 0.36
H 3.113 -2.354 -0.310 0.36
H 4.038 -1.648 1.004 0.33
```

The calculation puts the LUMO energy (spin up / spin down) at -1.7 / -1.7 eV. As for the HOMO energy (spin up / spin down): -0.29647 / -0.29854 hartree. Its HOMO-LUMO gap (spin up / spin down) is 6.38 / 6.44 eV.



(5)
2 unconnected molecules or ions with the total composition C3H4OS, computed with ωB97M-V/def2-TZVPD.

The geometry in XYZ format:
```
9
Properties=species:S:1:pos:R:3:mulliken_charge:R:1
C 1.074 -0.144 -0.560 -0.24
C 0.770 0.911 -1.050 -0.02
C -1.707 0.088 0.721 -0.11
O -0.910 -0.347 1.505 -0.36
S 1.653 -1.611 -0.131 -0.27
H 2.977 -1.143 -0.274 0.15
H -2.222 1.060 0.750 0.28
H -2.314 -0.768 0.107 0.19
H 0.678 1.954 -1.068 0.38
```

The calculation puts the LUMO energy at 0.6 eV. As for the HOMO energy: -0.32940 hartree. As for the structure (SMILES): C#CS.C=O. Its HOMO-LUMO gap is 9.56 eV.



(6)
A molecular structure, C41H40F5InNO7PSTe, computed with ωB97M-V/def2-TZVPD.

The geometry in XYZ format:
```
98
Properties=species:S:1:pos:R:3:mulliken_charge:R:1
In 0.222 1.015 -0.867 0.54
C 0.336 -6.190 3.053 -0.73
O 0.916 -6.552 1.814 -0.53
C 1.085 -5.544 0.899 1.04
C 1.711 -5.902 -0.295 -1.23
C 1.884 -4.921 -1.251 -0.68
C 1.454 -3.610 -1.064 0.55
C 1.509 -2.673 -2.223 0.91
C 2.846 -2.455 -2.875 -1.53
O 0.517 -2.103 -2.629 -0.49
C 0.869 -3.242 0.170 -1.20
O 0.525 -1.988 0.373 0.12
C 0.669 -4.249 1.132 -0.05
H 0.351 -7.089 3.666 0.26
H -0.695 -5.849 2.928 0.29
H 0.903 -5.397 3.545 0.29
H 2.032 -6.923 -0.450 0.41
H 2.345 -5.186 -2.198 0.43
H 3.511 -3.312 -2.770 0.52
H 3.277 -1.609 -2.335 0.04
H 2.717 -2.171 -3.919 0.35
H 0.188 -3.979 2.057 0.40
O -2.151 1.217 -4.578 -0.84
C -1.729 0.758 -3.519 -0.06
O -0.761 1.258 -2.840 -0.30
C -2.401 -0.478 -2.931 -0.86
P -2.127 -0.646 -1.128 1.60
C -3.312 0.520 -0.377 0.27
C -3.624 0.386 0.978 -0.11
C -4.386 1.351 1.617 -0.76
C -4.829 2.470 0.922 -0.60
C -4.507 2.619 -0.418 -0.55
C -3.754 1.647 -1.067 -0.63
C -2.925 -2.287 -0.922 0.13
C -2.152 -3.434 -1.072 -0.46
C -2.733 -4.691 -1.002 -0.48
C -4.097 -4.820 -0.781 -0.63
C -4.876 -3.681 -0.633 -0.65
C -4.294 -2.423 -0.704 -1.01
H -1.901 -1.349 -3.363 0.63
H -3.454 -0.511 -3.216 0.55
H -3.226 -0.449 1.544 0.23
H -4.600 1.242 2.672 0.41
H -5.402 3.235 1.431 0.32
H -4.816 3.503 -0.963 0.39
H -3.506 1.791 -2.111 0.19
H -1.090 -3.336 -1.244 0.57
H -2.108 -5.571 -1.106 0.45
H -4.551 -5.803 -0.721 0.36
H -5.942 -3.769 -0.456 0.40
H -4.909 -1.540 -0.576 0.34
C -1.921 6.492 -1.865 -0.61
C -1.926 5.250 -2.537 -1.00
C -1.310 4.161 -1.987 -0.05
C -0.651 4.229 -0.728 1.39
C -0.020 3.088 -0.132 -0.56
C 0.581 3.274 1.094 0.03
C 0.603 4.525 1.750 -1.02
C 0.006 5.613 1.186 -1.04
C -0.642 5.489 -0.066 1.03
C -1.288 6.603 -0.661 -0.79
H -2.412 7.352 -2.308 0.37
H -2.416 5.155 -3.499 0.46
H -1.298 3.220 -2.520 0.41
H 1.040 2.432 1.598 0.19
H 1.087 4.607 2.718 0.46
H 0.008 6.579 1.683 0.29
H -1.269 7.551 -0.132 0.34
C 2.163 2.739 -2.866 -1.65
C 2.682 1.317 -2.670 1.27
C 4.179 1.350 -2.361 -1.50
O 2.038 0.606 -1.651 0.41
H 2.719 3.239 -3.665 0.54
H 2.291 3.314 -1.944 0.18
H 1.107 2.736 -3.135 0.24
H 2.545 0.784 -3.628 0.02
H 4.359 1.974 -1.484 0.28
H 4.747 1.747 -3.209 0.38
H 4.543 0.347 -2.129 0.29
S 3.346 0.717 1.082 -0.15
C 3.841 1.032 2.629 0.12
N 3.876 0.031 3.573 0.06
C 4.296 0.176 4.845 -0.20
C 4.723 1.378 5.309 -0.68
C 4.640 2.484 4.421 -0.20
C 4.200 2.326 3.148 -0.69
H 3.422 -0.831 3.270 0.06
H 4.250 -0.715 5.456 0.40
H 5.069 1.484 6.326 0.36
H 4.908 3.473 4.776 0.37
H 4.103 3.160 2.467 0.38
F -0.309 -2.501 3.540 -0.41
Te -0.079 -1.132 2.227 2.08
F 1.702 -1.953 2.441 -0.41
F -1.606 -2.082 1.516 -0.53
F 0.812 -0.076 3.557 -0.37
F -1.553 -0.386 3.210 -0.44
O -0.192 0.359 1.160 -0.71
```

The calculation puts the LUMO energy at 4.1 eV. As for the HOMO energy: -0.11566 hartree. The total charge is -2. Its HOMO-LUMO gap is 7.23 eV.



- What is the formula in the second record?
  C3H8N2S